Computed, not measured: a structure of composition C8H19NO6PS2 in a non-equilibrium geometry, with ωB97M-V/def2-TZVPD.

Results
Orbital gap (eV): 8.1
LUMO level (eV): 3.11
Total charge: -1
E_tot (a.u.): -1960.225225

Each line ends with the Löwdin charge.
Geometry (Å):
C1 0.41 -3.39 0.17  -0.117
C2 -0.63 -2.43 -0.42  -0.254
C3 -1.60 -1.97 0.67  -0.213
C4 -3.02 -1.62 0.16  -0.210
C5 -3.36 -0.15 -0.01  -0.206
C6 -2.28 0.77 -0.63  -0.203
C7 -1.81 1.85 0.33  -0.256
C8 -0.61 2.65 -0.15  -0.251
S1 0.90 1.68 -0.16  0.438
O1 1.01 1.12 -1.49  -0.368
O2 0.77 0.72 0.91  -0.370
N1 1.95 2.83 0.19  -0.366
S2 3.52 2.54 0.07  0.367
O3 4.12 3.23 -1.05  -0.386
O4 4.13 2.88 1.35  -0.416
P1 3.92 0.38 -0.14  0.777
O5 4.79 0.28 -1.52  -0.298
O6 4.97 0.12 1.09  -0.323
H1 -0.06 -4.12 0.83  0.059
H2 0.96 -3.93 -0.60  0.061
H3 1.13 -2.83 0.76  0.073
H4 -0.13 -1.59 -0.90  0.093
H5 -1.21 -3.00 -1.15  0.097
H6 -1.71 -2.81 1.36  0.094
H7 -1.21 -1.14 1.25  0.106
H8 -3.72 -2.01 0.91  0.096
H9 -3.21 -2.20 -0.74  0.099
H10 -4.21 -0.11 -0.69  0.096
H11 -3.70 0.28 0.93  0.103
H12 -1.46 0.20 -1.05  0.093
H13 -2.74 1.29 -1.47  0.108
H14 -1.64 1.45 1.33  0.105
H15 -2.64 2.55 0.43  0.110
H16 -0.81 2.88 -1.20  0.098
H17 -0.48 3.56 0.42  0.092
H18 4.90 -0.67 -1.66  0.034
H19 4.77 0.70 1.84  0.038


Computed, not measured: a cluster of 2 separate species, C8H19O2 in total in a non-equilibrium geometry, with ωB97M-V/def2-TZVPD.

Results
Orbital gap (eV): 7.5
LUMO level (eV): -5.78
Total charge: +1
E_tot (a.u.): -466.254962

Each line ends with the Löwdin charge.
Geometry (Å):
C1 1.91 0.73 1.69  -0.081
C2 -1.49 -0.12 -1.51  -0.013
C3 -2.44 -0.37 0.91  0.015
C4 -1.92 1.88 -0.03  -0.002
C5 2.79 -1.01 -1.72  0.023
C6 0.39 0.73 1.58  -0.208
C7 1.31 -2.13 -0.37  0.206
C8 -1.44 0.39 -0.03  -0.536
O1 2.51 -1.75 -0.54  0.037
O2 -0.05 0.13 0.29  -0.185
H1 2.04 1.19 2.61  0.044
H2 2.49 1.43 1.02  0.097
H3 2.44 -0.36 1.61  0.118
H4 -2.44 -0.28 -1.99  0.094
H5 -1.12 0.54 -2.16  0.037
H6 -1.06 -1.14 -1.65  0.069
H7 -1.81 -1.13 1.31  0.077
H8 -3.18 -0.69 0.33  0.040
H9 -2.72 0.44 1.59  0.094
H10 -1.77 2.33 0.84  0.032
H11 -1.32 2.33 -0.79  0.086
H12 -2.90 1.87 -0.46  0.099
H13 2.14 -1.16 -2.54  0.114
H14 3.80 -1.07 -1.77  0.084
H15 2.60 0.07 -1.69  0.129
H16 -0.14 0.04 2.35  0.148
H17 0.07 1.81 1.76  0.137
H18 0.95 -2.62 0.44  0.101
H19 0.39 -2.10 -1.07  0.146